Below is C24H32AsNOPtSTe as an isolated structure, with properties calculated with ωB97M-V/def2-TZVPD.

The total charge is 0. For the HOMO energy, the calculation gives -7.3 eV. The LUMO energy comes out at 0.484 eV. For the orbital gap, the calculation gives 7.811 eV. Its spin multiplicity is 1.

Geometry (Å):
Pt: -1.22671 -1.71041 -0.30766
S: -3.01403 -1.32384 1.17303
C: -2.01024 -2.33724 2.18566
C: -2.18059 -2.78483 3.49002
C: -1.19065 -3.58612 4.03014
C: -0.06479 -3.93068 3.28376
C: 0.04406 -3.44707 1.99491
N: -0.91218 -2.67569 1.49006
H: -3.05990 -2.50495 4.05212
H: -1.29250 -3.94913 5.04511
H: 0.71079 -4.55762 3.69851
H: 0.87535 -3.64386 1.32922
C: 1.77473 -0.51993 -1.46999
C: 1.49140 -1.98721 -1.79033
C: 1.13419 -2.14207 -3.27049
C: 2.74612 -2.81531 -1.49982
O: 0.48482 -2.52680 -0.97363
H: 2.53161 -0.10631 -2.14224
H: 2.12576 -0.42175 -0.44157
H: 0.86386 0.07693 -1.55917
H: 1.96867 -1.85502 -3.91492
H: 0.28292 -1.51449 -3.53639
H: 0.87253 -3.18158 -3.47612
H: 3.59668 -2.47832 -2.09704
H: 2.55550 -3.86652 -1.72181
H: 3.00498 -2.72634 -0.44314
C: -1.18197 0.83209 -3.09904
As: -2.10175 -0.61377 -2.19865
C: -3.80134 0.22417 -1.80556
C: -2.62383 -1.81824 -3.62305
H: -1.82796 1.23769 -3.87748
H: -0.24913 0.48627 -3.53744
H: -0.96359 1.60509 -2.36274
H: -4.23654 0.64086 -2.71349
H: -3.64827 1.01582 -1.07393
H: -4.46771 -0.52579 -1.38218
H: -3.02005 -1.25221 -4.46586
H: -3.39714 -2.47576 -3.22818
H: -1.77882 -2.42235 -3.94045
Te: 0.22160 0.57800 2.02580
C: 1.77120 1.83111 2.73368
C: 3.08807 1.38796 2.66650
C: 4.12186 2.18584 3.14235
C: 3.84669 3.43772 3.67009
C: 2.53372 3.88768 3.73080
C: 1.49918 3.08489 3.27466
C: -0.50901 2.02082 0.66897
C: -1.87730 2.25381 0.56999
C: -2.35822 3.21771 -0.30809
C: -1.47836 3.95850 -1.08510
C: -0.11314 3.71933 -0.99421
C: 0.37043 2.74759 -0.12868
H: 3.31097 0.42174 2.23003
H: 5.14328 1.83108 3.08729
H: 4.65193 4.06363 4.03254
H: 2.31306 4.86423 4.14311
H: 0.47654 3.43697 3.33471
H: -2.56439 1.68668 1.18718
H: -3.42421 3.40065 -0.37168
H: -1.85390 4.71837 -1.75841
H: 0.57976 4.28691 -1.60271
H: 1.43596 2.56105 -0.06896

=====

Below is an isolated ion of composition C10H13FNO and charge +1, with properties calculated with ωB97M-V/def2-TZVPD.

The total charge is +1. For the HOMO energy, the calculation gives -13.0 eV. Its structure (SMILES) is O=C(F)C[NH2+]CCc1ccccc1. The LUMO energy comes out at -3.526 eV. For the orbital gap, the calculation gives 9.443 eV. Its spin multiplicity is 1.

Geometry (Å):
O: 1.67603 -0.15647 2.81185
C: 2.30421 -0.36003 1.85167
F: 3.58127 -0.07979 1.75734
C: 1.74786 -0.96614 0.59093
N: 1.72475 0.01186 -0.54842
C: 1.39799 1.42984 -0.19281
C: 0.01813 1.56424 0.46141
C: -0.97710 0.56196 -0.06912
C: -1.63250 -0.28530 0.82572
C: -2.54786 -1.23195 0.37815
C: -2.80481 -1.34294 -0.98656
C: -2.15611 -0.50153 -1.88205
C: -1.24604 0.45121 -1.43585
H: 2.32971 -1.82507 0.27226
H: 0.74100 -1.30330 0.78999
H: 2.64440 -0.00231 -0.99355
H: 1.05050 -0.31353 -1.24862
H: 1.40378 1.98978 -1.12201
H: 2.18217 1.85158 0.42610
H: 0.08225 1.52704 1.54024
H: -0.34131 2.56306 0.22083
H: -1.42761 -0.19583 1.88394
H: -3.06328 -1.88128 1.06437
H: -3.52014 -2.07167 -1.32890
H: -2.38200 -0.57398 -2.93465
H: -0.78528 1.14052 -2.13228

=====

Below is C35H36N2O11P2Pd as an isolated structure, with properties calculated with ωB97M-V/def2-TZVPD.

The total charge is -2. For the HOMO energy (alpha / beta), the calculation gives -2.2 / -3.0 eV. The LUMO energy (alpha / beta) comes out at 4.423 / 4.423 eV. For the orbital gap (alpha / beta), the calculation gives 6.655 / 7.395 eV. Its expectation value of S² is 2.00. Its spin multiplicity is 3.

Geometry (Å):
Pd: 1.88941 -0.38597 -0.82320
C: -2.29855 2.96358 0.00328
C: -2.70067 1.59259 0.54468
C: -4.09249 1.58969 1.14023
O: -2.64320 0.61820 -0.47084
C: -1.26527 0.21553 -0.57901
C: -0.65969 0.62716 0.81543
O: -1.79423 1.14981 1.52399
C: 0.18289 -0.25818 1.77331
O: 1.36289 -0.65903 1.18489
C: 0.62545 0.68101 2.93415
C: 1.37823 1.80841 2.58351
C: 1.90004 2.65298 3.54708
C: 1.70501 2.38499 4.89903
C: 0.99219 1.25553 5.26113
C: 0.45936 0.41301 4.28713
C: -0.62240 -1.45181 2.29720
C: -0.18079 -2.73394 1.99566
C: -0.85501 -3.85043 2.47249
C: -1.98092 -3.70303 3.26856
C: -2.43874 -2.42664 3.56687
C: -1.77042 -1.31263 3.07928
C: -1.13113 -1.15532 -1.29002
O: 0.19286 -1.48776 -1.38938
C: -1.92427 -2.35298 -0.73898
C: -3.05346 -2.28062 0.06759
C: -3.74761 -3.43282 0.42308
C: -3.33341 -4.67492 -0.02775
C: -2.19719 -4.75833 -0.82536
C: -1.50223 -3.61215 -1.17010
C: -1.70168 -0.90743 -2.72111
C: -0.79189 -0.78897 -3.76648
C: -1.22659 -0.53468 -5.06231
C: -2.58252 -0.41284 -5.33289
C: -3.49791 -0.55161 -4.29664
C: -3.06090 -0.79711 -3.00236
H: -3.00329 3.27633 -0.76901
H: -1.29987 2.93173 -0.43421
H: -2.29760 3.69587 0.81211
H: -4.82536 1.84373 0.37360
H: -4.15211 2.31891 1.94899
H: -4.31110 0.59771 1.53579
H: -0.76747 0.88509 -1.28512
H: 0.00458 1.45274 0.56901
H: 1.59774 2.01399 1.54240
H: 2.47454 3.51659 3.23216
H: 2.11822 3.04195 5.65640
H: 0.84833 1.01533 6.30929
H: -0.07700 -0.47167 4.60103
H: 0.69341 -2.82274 1.36490
H: -0.50689 -4.84141 2.20446
H: -2.51227 -4.57510 3.63357
H: -3.32740 -2.29597 4.17569
H: -2.13722 -0.32191 3.31012
H: -3.38849 -1.31984 0.42858
H: -4.61164 -3.35197 1.07359
H: -3.87597 -5.57076 0.25359
H: -1.84882 -5.72419 -1.17534
H: -0.60577 -3.66141 -1.77486
H: 0.25996 -0.92450 -3.53383
H: -0.49812 -0.43108 -5.85835
H: -2.92492 -0.21533 -6.34253
H: -4.56065 -0.46674 -4.49725
H: -3.78111 -0.90193 -2.20113
O: 1.69992 1.57005 -4.29431
P: 3.08694 0.96335 -3.66404
O: 4.16028 0.97750 -4.67450
O: 2.71246 -0.30533 -2.94306
O: 3.45498 2.11354 -2.56243
P: 2.41127 2.81459 -1.53252
O: 1.68302 3.89597 -2.48632
O: 1.37673 1.76328 -1.17812
O: 3.16809 3.52547 -0.48339
H: 0.96009 1.09402 -3.88853
H: 1.40022 3.43815 -3.29317
C: 6.25711 2.48585 -0.77628
N: 5.54912 1.38409 -0.15795
C: 5.04047 1.36086 1.12184
C: 4.21187 0.28540 1.18308
N: 4.18728 -0.34929 -0.04391
C: 4.99003 0.35230 -0.81696
H: 6.94974 2.91856 -0.05447
H: 5.54087 3.24051 -1.10101
H: 6.81511 2.11931 -1.63642
H: 5.26331 2.13749 1.83207
H: 3.58442 -0.06137 1.98559
H: 5.17782 0.15897 -1.86093

=====

Below is C20H32CoIN5S2Si as an isolated structure, with properties calculated with ωB97M-V/def2-TZVPD.

The total charge is +1. For the HOMO energy (alpha / beta), the calculation gives -10.2 / -11.1 eV. The LUMO energy (alpha / beta) comes out at -3.765 / -4.732 eV. For the orbital gap (alpha / beta), the calculation gives 6.417 / 6.379 eV. Its expectation value of S² is 6.01. Its spin multiplicity is 5.

Geometry (Å):
Co: -0.17096 0.23430 -0.89051
C: -5.50480 -0.46699 -1.01306
S: -4.41278 -1.81842 -1.48304
C: -2.82164 -1.15580 -1.40577
S: -2.50485 0.46535 -0.86454
N: -1.92656 -2.02566 -1.83110
N: -0.66332 -1.56457 -1.70254
C: 0.28349 -2.27727 -2.13648
C: 1.64574 -1.72739 -2.01146
C: 2.75503 -2.45045 -2.40690
C: 4.00804 -1.86982 -2.31763
C: 4.11274 -0.57655 -1.83520
C: 2.95698 0.07232 -1.44663
N: 1.74388 -0.48314 -1.52712
H: -6.45021 -0.66549 -1.51649
H: -5.10770 0.48454 -1.34985
H: -5.65307 -0.45492 0.06464
H: 0.08918 -3.24316 -2.59528
H: 2.62130 -3.45898 -2.78164
H: 4.89319 -2.41535 -2.62187
H: 5.06930 -0.07830 -1.75051
H: 2.99986 1.07783 -1.04392
I: -1.71477 2.23793 -6.61530
C: -0.60392 1.92745 -4.91600
C: 0.75916 1.99073 -4.77971
N: 1.02577 1.70418 -3.49439
N: -0.08848 1.46476 -2.76756
C: -1.08575 1.59843 -3.64163
H: 1.53886 2.21796 -5.49378
H: 1.92624 1.68478 -3.05544
H: -2.10965 1.47464 -3.33137
C: -1.46831 2.01986 1.97928
Si: -0.34106 0.57874 1.62957
C: 1.41398 1.16241 2.14802
C: 2.45622 0.04013 2.06473
C: 1.42306 1.71708 3.58992
C: 1.77560 2.32984 1.21560
C: -1.01246 -1.01431 2.40910
C: -2.51674 -1.15483 2.13391
C: -0.29210 -2.25977 1.87402
C: -0.79862 -0.92125 3.93382
H: -1.49677 2.22566 3.05413
H: -2.48844 1.82647 1.64394
H: -1.11438 2.92397 1.47312
H: 2.22881 -0.76604 2.76726
H: 3.44579 0.43274 2.33345
H: 2.53281 -0.40581 1.07038
H: 1.30935 0.94133 4.34010
H: 0.65277 2.47351 3.75723
H: 2.39356 2.19996 3.77227
H: 1.54728 2.12671 0.15935
H: 2.84712 2.55472 1.29159
H: 1.23020 3.23754 1.48397
H: -2.71808 -1.47153 1.10602
H: -3.07378 -0.23241 2.32482
H: -2.92113 -1.92959 2.79755
H: -0.42116 -2.36887 0.79155
H: -0.71372 -3.15765 2.34238
H: 0.77870 -2.24876 2.09203
H: -1.22321 -0.00960 4.36880
H: 0.25463 -0.97944 4.20685
H: -1.30021 -1.77377 4.40728

=====

Results for max |F|: 0.14 1.32 0.26 1.28 (in eV/A, following the order of the records).
Results for energy above the lowest of the compared OMol25 structures with the same formula, charge and spin: 0.0 0.0 0.0 40.5 (in kJ/mol, following the order of the records).